8
Properties=species:S:1:pos:R:3:forces:R:3:nbo_charge:R:1 method="wB97M-V/def2-TZVPD" de_lowest_kcal_mol=59.6 charge=-1 orbital_gap_ev=6.3 e_lumo_ev=4.9 e_homo_ev=-1.414
O -1.9886 0.2240 0.6055 0.523 -0.279 -0.190 -1.005
H -2.0963 -0.7150 0.7967 -0.048 0.075 -0.010 0.444
C 0.6151 0.2944 -0.5232 -1.126 1.963 0.495 0.136
N 1.5910 0.2880 0.5760 -0.474 -1.596 -1.231 -1.010
O 0.1264 -0.7098 -1.0436 2.066 -0.695 0.471 -0.739
H -1.1010 0.2181 0.1246 -1.248 0.494 0.470 0.480
H 2.4321 -0.2740 0.5408 0.110 -0.418 0.344 0.325
H 1.5397 1.0335 1.2382 0.197 0.456 -0.348 0.371